(1)
This record from OMol25 describes a 2-piece molecular cluster, C12H19Cl2IN2O3P overall in a non-equilibrium geometry. The level of theory is ωB97M-V with the def2-TZVPD basis set.

Structure (XYZ):
```
40
Properties=species:S:1:pos:R:3:forces:R:3
C 3.9647 -1.3597 2.1661 0.35 -0.86 0.25
C 4.0615 -1.9856 0.6301 4.84 1.10 -2.78
O 5.2294 -1.7282 -0.0165 -7.69 -1.82 3.66
O 2.9786 -2.8134 0.0086 2.42 2.98 1.76
C 2.4572 -2.1682 -1.2046 0.29 0.06 -2.66
C 0.8288 -2.0325 -1.2923 0.95 -1.51 -1.74
P -0.0493 -1.4971 0.3124 -0.63 -0.04 0.56
N -0.1411 -3.1836 0.8943 1.30 -0.98 1.29
C -1.7291 -1.8397 -0.6136 -2.07 -1.19 -0.71
C -3.0418 -1.7262 0.3577 -4.35 4.75 -5.16
O -4.0616 -0.9455 -0.0927 6.06 -4.90 3.38
I -3.3492 -2.7101 2.2857 0.26 0.40 -0.95
C -0.1496 0.3464 -0.1732 0.19 6.22 -1.79
C 0.9174 1.1302 -1.1957 -4.97 2.51 2.91
C 0.5423 2.7187 -1.3581 -0.75 -1.27 1.05
C -0.6772 3.4988 -0.6139 1.46 -4.52 -0.02
N -1.6020 2.7501 0.2823 4.17 -2.06 -2.55
C -1.3172 1.2975 0.4525 1.63 0.62 -1.13
H 2.9300 -1.5517 2.6860 2.03 0.48 -1.30
H 4.2837 -0.2099 2.2039 -0.95 -2.66 -0.56
H 4.8123 -1.9202 2.7921 -1.86 1.08 -1.47
H 2.7776 -2.8755 -2.1120 -0.51 1.53 1.90
H 3.0573 -1.1756 -1.3540 -1.39 -1.70 0.26
H 0.5202 -1.4027 -2.2589 0.95 -1.17 2.09
H 0.4253 -3.1310 -1.5350 0.91 2.27 0.47
H -0.7535 -1.1247 1.5489 -0.09 0.07 -0.25
H 1.1854 -1.2178 1.0205 0.28 0.14 -0.31
H 0.0038 -3.1379 1.9311 -0.17 -0.18 -1.20
H 0.6234 -3.7900 0.5305 -0.68 0.68 0.43
H -1.6970 -2.9567 -1.0337 -0.20 2.33 1.17
H -1.8831 -1.1469 -1.5456 -0.24 -1.06 1.96
H 1.7912 0.5544 -1.7128 -1.83 1.54 0.99
H 1.2232 3.3670 -2.0876 -1.58 -1.46 1.74
H -0.8014 4.6644 -0.8048 0.09 -2.92 0.60
H -2.0526 0.7355 1.2101 1.71 1.54 -1.92
C -4.3537 5.6283 -0.1410 -0.26 -0.37 -0.15
Cl -3.0119 6.5560 -0.8222 -0.04 0.05 -0.12
Cl -4.4543 5.8475 1.6102 -0.10 -0.04 -0.04
H -5.2876 5.9669 -0.5961 0.30 0.06 0.17
H -4.2003 4.5685 -0.3587 0.17 0.26 0.17
```
Forces are in eV/Å.

For the frontier orbital gap, the calculation gives 7.3 eV. Its LUMO energy is 2.5 eV. The net charge is -1. As for the spin multiplicity: 1.

Here are the Löwdin charges for atoms 1 to 5, given in e: -0.0403 -0.2584 -0.0675 -0.1485 -0.2339



(2)
This record from OMol25 describes C12H19Cl2NO2PTb as an isolated structure in a non-equilibrium geometry. The level of theory is ωB97M-V with the def2-TZVPD basis set.

Structure (XYZ):
```
38
Properties=species:S:1:pos:R:3:forces:R:3
C -0.4194 -3.5128 -4.0661 -0.51 -0.43 -0.15
C -0.0300 -2.6666 -2.9386 -0.61 1.06 0.84
H -1.5094 -3.6148 -4.1319 0.31 0.13 0.01
H 0.0476 -4.4990 -3.9379 -0.06 0.19 -0.11
H -0.0127 -3.0851 -4.9965 -0.05 -0.06 0.24
O -0.7861 -1.9558 -2.2300 1.56 -1.54 -1.41
Cl 1.7073 -2.6400 -2.6175 -0.94 0.05 0.07
Tb 0.2610 -0.5724 -0.7268 0.68 0.28 0.88
P -0.2704 1.9965 -1.6994 1.03 1.51 -1.33
C -1.6123 3.2150 -1.7030 -0.59 -0.08 0.28
C 1.1625 3.1227 -1.5283 0.31 -0.18 0.13
H 0.6207 0.7754 -3.6563 -0.30 0.31 0.05
H -0.0862 2.3614 -4.0980 -0.02 -0.37 0.19
H -1.1731 0.9836 -3.7449 0.40 0.18 0.10
C -0.2204 1.4690 -3.4634 -0.05 -0.17 -0.20
H 2.0918 2.5356 -1.5088 -0.30 0.38 -0.01
H 1.1891 3.8417 -2.3597 -0.09 -0.21 0.23
H -1.4574 3.9581 -2.4984 0.09 -0.31 0.19
H -1.6208 3.7420 -0.7391 -0.11 -0.15 -0.23
H 1.0591 3.6745 -0.5807 0.09 -0.18 -0.30
H -2.5802 2.7258 -1.8634 0.09 0.21 0.07
C -1.8122 0.7086 0.1877 -3.69 0.91 2.98
O -2.6426 1.1932 0.8281 3.03 -1.37 -2.47
Cl 2.6620 0.0502 -0.9335 -0.43 -0.05 0.11
C 0.6723 -1.2642 5.9002 -0.24 -0.10 0.24
C 0.4224 -1.0300 4.4359 0.24 0.01 0.34
C 1.3109 -0.2346 3.7036 -0.01 0.14 -0.83
C 1.1599 -0.1510 2.3232 -0.13 -0.26 0.12
N 0.1627 -0.7984 1.6603 -0.16 0.25 0.28
C -0.7807 -1.4545 2.3899 0.66 0.23 0.09
C -0.6699 -1.6033 3.7651 -0.07 0.07 -0.59
H 1.6570 -1.7266 6.0666 -0.27 0.15 -0.19
H 0.6613 -0.3281 6.4766 0.00 -0.16 -0.27
H -0.0879 -1.9260 6.3249 0.15 0.12 -0.05
H 2.1372 0.3096 4.1703 -0.34 -0.32 -0.06
H 1.8469 0.4202 1.6850 -0.14 -0.26 0.46
H -1.6215 -1.8500 1.8175 0.17 -0.11 0.30
H -1.4383 -2.1698 4.2874 0.26 0.13 0.01
```
Forces are in eV/Å.

For the frontier orbital gap (spin up / spin down), the calculation gives 8.6 / 8.7 eV. Its LUMO energy (spin up / spin down) is -7.5 / -7.4 eV. The net charge is +2. As for the spin multiplicity: 7. Its expectation value of S² is 12.69.

Here are the Löwdin charges for atoms 1 to 5, given in e: -0.0279 -0.7420 0.1195 0.1194 0.1310



(3)
This record from OMol25 describes C12H19Cl3GeNO11P2RuS as an isolated structure. The level of theory is ωB97M-V with the def2-TZVPD basis set.

Structure (XYZ):
```
51
Properties=species:S:1:pos:R:3:forces:R:3
Ru -0.4964 0.3728 0.2967 0.54 -0.41 0.47
C 3.6493 0.1472 2.9180 -0.04 -0.02 0.03
C 2.4615 -0.4305 2.1491 0.08 0.16 0.10
O 2.4903 -1.8390 2.2782 -0.13 -0.14 -0.10
P 2.6042 -0.0563 0.3665 -0.14 0.16 -0.31
O 3.9248 -0.6718 -0.1879 -0.11 -0.03 0.01
O 2.8452 1.5065 0.3120 -0.05 -0.08 0.08
O 1.3694 -0.4747 -0.4224 0.30 0.43 0.32
P 0.8106 0.1401 2.7370 -0.08 -0.05 -0.02
O 0.8535 0.1810 4.3051 0.04 0.14 -0.13
O 0.4880 1.5057 2.1405 0.13 0.04 -0.08
O -0.1876 -0.8558 2.1661 0.09 0.14 0.03
H 4.5151 -0.4877 2.7359 0.01 0.01 -0.03
H 3.4354 0.1457 3.9854 0.02 -0.06 0.00
H 3.8857 1.1624 2.6052 -0.04 0.04 0.02
H 1.6341 -2.2090 2.0015 0.12 0.00 0.07
H 3.8790 -1.4714 -0.7271 -0.01 -0.19 0.00
H 2.7552 1.8818 -0.5744 0.11 0.03 -0.11
H 0.4730 -0.5872 4.7476 -0.07 -0.15 0.13
Cl -1.9072 -1.2822 -0.2858 -0.60 -0.24 -0.30
Ge -2.6449 1.1710 -0.7125 0.10 -0.13 -0.10
Cl -2.4120 1.1761 -2.7860 -0.03 -0.05 -0.11
Cl -4.5421 1.1091 0.1012 -0.11 -0.16 0.09
C 2.8323 2.4823 7.9387 -0.01 0.05 -0.09
C 2.1676 3.0924 6.7388 0.06 -0.04 0.11
C 0.7801 3.0267 6.6037 -0.12 0.00 -0.02
C 0.1384 3.5619 5.5044 0.17 -0.10 0.00
C 0.9211 4.1965 4.5393 0.05 -0.19 0.25
C 2.3074 4.3037 4.6507 -0.03 0.06 0.17
C 2.9178 3.7325 5.7497 0.05 0.03 -0.04
S 0.1328 4.9565 3.2356 0.04 0.39 -0.58
O -1.1645 4.4020 2.9664 -0.13 0.03 0.22
O 0.3988 6.3461 3.1177 -0.01 -0.22 0.01
N 0.9060 4.2439 1.8235 -0.26 -0.49 0.11
C 0.7948 4.9237 0.5582 0.21 0.03 0.13
C -0.5910 4.6970 -0.0729 -0.10 0.03 -0.09
C -0.9307 3.2405 -0.2161 0.35 0.01 -0.19
O -2.1684 2.9298 -0.2514 -0.01 0.44 0.05
O -0.0047 2.3911 -0.2870 -0.40 0.33 0.00
H 2.4708 2.9426 8.8585 -0.03 0.03 -0.01
H 3.9126 2.5974 7.9011 0.01 -0.01 0.00
H 2.5953 1.4198 7.9983 0.02 -0.03 0.02
H 0.1938 2.5517 7.3795 -0.01 -0.02 0.00
H -0.9351 3.4991 5.3973 -0.02 0.01 -0.02
H 2.8931 4.8400 3.9153 -0.01 0.03 -0.03
H 3.9909 3.8116 5.8632 0.01 -0.03 -0.02
H 0.9416 3.1884 1.8421 0.10 0.29 0.06
H 1.5805 4.5243 -0.0818 0.00 -0.04 -0.08
H 0.9515 5.9892 0.7185 -0.02 0.02 0.00
H -0.5787 5.1489 -1.0697 -0.05 -0.05 0.00
H -1.3741 5.1901 0.5019 0.02 -0.03 -0.02
```
Forces are in eV/Å.

For the frontier orbital gap (spin up / spin down), the calculation gives 7.7 / 5.6 eV. Its LUMO energy (spin up / spin down) is -7.6 / -9.6 eV. The net charge is +2. As for the spin multiplicity: 6. Its expectation value of S² is 8.79.

Here are the Löwdin charges for atoms 1 to 5, given in e: 1.1724 -0.0280 -0.5957 -0.0174 0.5149



(4)
This record from OMol25 describes one molecule with the formula C12H19Cl3Si in a non-equilibrium geometry. The level of theory is ωB97M-V with the def2-TZVPD basis set.

Structure (XYZ):
```
35
Properties=species:S:1:pos:R:3:forces:R:3
Cl -4.2175 0.0428 -1.6623 -0.01 -0.08 0.20
Si -3.7407 0.9441 0.1213 -0.49 0.17 -0.67
Cl -3.5415 -0.5009 1.5925 -0.88 0.16 -0.30
Cl -5.3704 2.1944 0.5302 0.61 -0.57 0.05
C -2.1867 1.9688 0.0182 -0.63 1.43 -1.59
C -1.1938 1.4317 1.0127 1.31 -2.41 -1.27
C -0.0828 0.4293 0.4043 -1.25 0.46 0.81
C 0.8965 1.2569 -0.5440 -1.50 -1.97 0.52
C 1.9754 0.2778 -1.1333 -0.39 0.60 -0.17
C 2.8013 -0.2622 0.0565 -0.14 1.37 -0.86
C 1.8316 -1.0373 0.8925 1.96 -1.07 4.35
C 1.2471 -2.2577 0.2387 -0.66 0.66 -0.29
C 0.3651 -1.7070 -0.8604 -0.39 -1.50 -0.50
C 1.2930 -0.9479 -1.8460 -1.86 1.78 0.32
C -0.7426 -0.8066 -0.2922 1.11 2.07 -0.90
C 0.7905 -0.1413 1.5378 -0.34 1.21 -0.83
H -2.6186 2.9003 0.3937 0.14 0.25 0.30
H -1.8667 2.3431 -1.0547 -0.37 -1.40 1.99
H -0.6709 2.1321 1.5736 1.08 1.93 0.57
H -1.7738 0.9357 1.7796 0.36 -0.37 0.16
H 0.2443 1.6763 -1.3203 0.47 0.12 -0.12
H 1.2879 2.0592 0.0970 0.29 -0.12 -0.45
H 2.5191 0.8960 -1.8982 0.06 -0.86 0.72
H 3.2417 0.6301 0.6111 -0.19 -1.39 -0.51
H 3.5255 -0.9835 -0.3055 0.68 0.27 -0.04
H 2.3884 -1.4747 1.8027 -0.21 0.72 -1.13
H 0.6111 -2.7747 0.9389 -0.11 -0.35 0.53
H 2.0031 -2.9695 -0.1197 -0.08 0.32 -0.06
H -0.2118 -2.5819 -1.2420 0.72 0.55 -0.76
H 1.9990 -1.5302 -2.4201 0.18 -0.41 0.15
H 0.5831 -0.4793 -2.5307 0.20 -0.09 -0.64
H -1.4440 -1.3017 0.3428 0.12 -0.67 0.85
H -1.4119 -0.4384 -1.0815 0.38 -0.07 -0.42
H 1.2091 0.7395 2.0486 0.51 -0.32 -0.06
H 0.2610 -0.6635 2.3178 -0.66 -0.41 0.06
```
Forces are in eV/Å.

For the frontier orbital gap, the calculation gives 10.0 eV. Its LUMO energy is 0.5 eV. As for the spin multiplicity: 1.

Here are the Löwdin charges for atoms 1 to 5, given in e: 0.2984 -0.5302 0.3885 0.2658 -0.3257